Record 1
C19H23NOS | wB97M-V/def2-TZVPD

Structure (ORCA input):
```
! wB97M-V def2-TZVPD RIJCOSX def2/J DEFGRID3
* xyz 0 1
C -4.33 -0.89 -1.39
C -3.20 -1.25 -0.47
C -2.42 -2.37 -0.73
C -1.38 -2.73 0.11
C -1.10 -1.96 1.22
C -1.87 -0.84 1.49
C -2.92 -0.48 0.66
C -3.72 0.74 0.98
S -3.30 2.16 -0.10
C -1.59 2.50 0.44
C -0.55 1.75 -0.38
C 0.80 1.87 0.31
O 0.96 1.56 1.47
N 1.78 2.38 -0.47
C 3.16 2.41 -0.03
C 3.99 1.31 -0.71
C 3.42 -0.04 -0.39
C 3.78 -0.70 0.77
C 3.21 -1.92 1.10
C 2.26 -2.48 0.26
C 1.89 -1.83 -0.90
C 2.46 -0.61 -1.22
H -5.29 -0.99 -0.88
H -4.33 -1.53 -2.27
H -4.24 0.15 -1.71
H -2.64 -2.97 -1.60
H -0.79 -3.61 -0.11
H -0.28 -2.22 1.87
H -1.64 -0.24 2.36
H -4.79 0.58 0.82
H -3.56 1.07 2.01
H -1.46 3.57 0.34
H -1.51 2.22 1.49
H -0.52 2.13 -1.40
H -0.81 0.69 -0.42
H 1.61 2.54 -1.45
H 3.15 2.25 1.05
H 3.59 3.40 -0.25
H 3.99 1.48 -1.79
H 5.02 1.38 -0.35
H 4.51 -0.25 1.43
H 3.51 -2.42 2.00
H 1.82 -3.44 0.51
H 1.14 -2.26 -1.55
H 2.17 -0.11 -2.13
*
```

- Structure (SMILES): Cc1ccccc1CSCCC(=O)NCCc1ccccc1
- HOMO level: -8.448 eV
- F_max: 0.01205 hartree/bohr

Results of the natural (NBO) charge analysis, in e, for atoms 1 through 5:
1. C -0.64
2. C -0.03
3. C -0.21
4. C -0.22
5. C -0.21



Record 2
C2H4OSi | wB97M-V/def2-TZVPD

Structure (ORCA input):
```
! wB97M-V def2-TZVPD RIJCOSX def2/J DEFGRID3
* xyz 0 1
C -2.95 -0.13 0.33
C -1.82 -0.32 -0.03
O -0.49 -0.44 -0.43
Si 1.03 -0.33 0.08
H -3.95 0.16 0.39
H 1.81 -0.98 -1.20
H 1.02 -1.08 1.30
H 1.51 0.98 0.71
*
```

- Structure (SMILES): C#CO[SiH3]
- HOMO level: -10.112 eV
- F_max: 0.11878 hartree/bohr

Results of the natural (NBO) charge analysis, in e, for atoms 1 through 5:
1. C -0.35
2. C 0.33
3. O -0.88
4. Si 1.21
5. H 0.24



Record 3
C2H2O2 | wB97M-V/def2-TZVPD

Structure (ORCA input):
```
! wB97M-V def2-TZVPD RIJCOSX def2/J DEFGRID3
* xyz 0 1
O -0.81 0.76 1.58
C -0.22 0.19 0.76
C 0.06 -0.21 -0.59
O 0.88 -0.51 0.62
H -0.37 -0.87 -1.27
H 0.46 0.64 -1.09
*
```

- Structure (SMILES): O=C1CO1
- HOMO level: -10.626 eV
- F_max: 0.05192 hartree/bohr

Results of the natural (NBO) charge analysis, in e, for atoms 1 through 5:
1. O -0.51
2. C 0.78
3. C -0.22
4. O -0.45
5. H 0.21



Record 4
C21H56BClINO20PS6Si2 | wB97M-V/def2-TZVPD

Structure (ORCA input):
```
! wB97M-V def2-TZVPD RIJCOSX def2/J DEFGRID3
* xyz -1 1
C 5.22 3.63 1.51
C 4.41 3.58 0.21
B 4.01 2.16 -0.35
O 3.45 2.10 -1.61
Si 4.41 0.39 0.57
C 3.96 -1.05 -0.57
C 4.66 -2.38 -0.26
C 3.73 -3.42 0.35
Cl 3.49 -3.24 2.12
O 3.63 0.20 2.09
Si 2.10 0.44 2.48
S 1.66 2.51 2.64
I 1.86 -0.65 4.70
P 0.34 -0.52 1.42
N 0.89 -2.15 1.31
O 0.60 0.04 -0.13
C 6.32 0.35 0.81
O 6.77 0.61 1.94
O 6.91 0.08 -0.27
H 5.31 4.65 1.89
H 4.77 3.02 2.30
H 6.24 3.25 1.35
H 4.99 4.09 -0.58
H 3.47 4.14 0.32
H 3.66 2.89 -2.12
H 4.29 -0.68 -1.55
H 2.88 -1.21 -0.65
H 5.54 -2.24 0.37
H 5.03 -2.83 -1.19
H 2.73 -3.37 -0.09
H 4.12 -4.44 0.22
H 0.33 2.31 2.64
H 1.67 -2.41 1.91
H 0.11 -2.78 1.48
H 0.25 -0.59 -0.77
O 1.98 4.88 -5.51
S 2.56 3.64 -5.09
O 3.80 3.68 -4.37
O 2.71 2.70 -6.36
C 3.39 3.24 -7.51
C 4.90 3.29 -7.33
C 1.40 2.68 -4.19
H 2.98 4.22 -7.73
H 3.11 2.57 -8.32
H 5.19 4.00 -6.57
H 5.36 3.58 -8.28
H 5.28 2.31 -7.05
H 0.47 2.65 -4.75
H 1.25 3.18 -3.23
H 1.82 1.69 -4.03
O -0.92 5.41 -2.94
S -0.57 6.78 -2.71
O -0.70 7.31 -1.39
O -1.40 7.68 -3.73
C -2.83 7.47 -3.78
C -3.56 8.06 -2.59
C 1.03 7.12 -3.34
H -3.01 6.40 -3.87
H -3.13 7.95 -4.71
H -3.31 7.55 -1.67
H -4.63 7.97 -2.76
H -3.31 9.12 -2.48
H 1.09 6.72 -4.35
H 1.73 6.60 -2.69
H 1.20 8.19 -3.32
O -3.79 -1.35 3.98
S -2.72 -2.27 4.25
O -1.61 -2.34 3.36
O -3.32 -3.72 4.43
C -4.20 -4.22 3.38
C -3.46 -4.45 2.08
C -2.12 -2.04 5.89
H -5.03 -3.54 3.25
H -4.59 -5.15 3.81
H -3.15 -3.50 1.65
H -4.11 -4.96 1.37
H -2.56 -5.04 2.23
H -2.96 -2.01 6.57
H -1.58 -1.09 5.88
H -1.44 -2.86 6.12
O -0.58 -6.11 1.47
S 0.26 -7.22 1.13
O -0.35 -8.51 0.93
O 1.41 -7.33 2.21
C 1.03 -7.32 3.61
C 0.44 -8.63 4.07
C 1.27 -6.82 -0.25
H 0.36 -6.48 3.77
H 1.97 -7.10 4.12
H -0.52 -8.82 3.59
H 0.29 -8.59 5.15
H 1.10 -9.46 3.83
H 1.73 -5.85 -0.06
H 0.61 -6.77 -1.11
H 2.01 -7.60 -0.37
O -8.12 -2.15 0.94
S -8.23 -0.74 0.72
O -7.63 -0.17 -0.44
O -7.76 0.02 2.02
C -6.45 -0.32 2.57
C -5.30 0.28 1.81
C -9.93 -0.26 0.78
H -6.39 -1.40 2.64
H -6.50 0.08 3.58
H -5.21 -0.15 0.81
H -4.39 0.06 2.37
H -5.42 1.35 1.70
H -10.38 -0.68 1.67
H -10.39 -0.66 -0.12
H -9.98 0.82 0.78
*
```

- HOMO level: -3.834 eV
- F_max: 0.01822 hartree/bohr

Results of the Löwdin charge analysis, in e, for atoms 1 through 5:
1. C -0.13
2. C -0.21
3. B -0.48
4. O 0.06
5. Si 0.66



Record 5
C7F21MgN3O15S7 | wB97M-V/def2-TZVPD

Structure (ORCA input):
```
! wB97M-V def2-TZVPD RIJCOSX def2/J DEFGRID3
* xyz -1 2
Mg 0.38 0.60 -0.36
C 3.66 2.61 2.22
F 4.84 3.29 2.10
F 3.65 1.77 3.18
F 2.76 3.63 2.44
S 3.24 1.75 0.50
O 4.00 0.51 0.43
O 1.86 1.39 0.40
O 3.47 2.76 -0.51
C -0.80 -4.88 2.89
F -2.02 -5.11 3.43
F 0.18 -5.06 3.75
F -0.62 -5.63 1.85
S -0.84 -3.00 2.33
O -1.72 -2.36 3.29
O 0.55 -2.44 2.36
N -1.65 -3.21 0.82
S -0.61 -2.67 -0.17
O -0.39 -1.22 -0.11
O 0.61 -3.46 -0.21
C -1.61 -2.90 -1.77
F -2.35 -1.82 -1.85
F -0.77 -3.03 -2.78
F -2.32 -4.00 -1.68
C -1.04 1.09 -4.07
F -0.61 0.83 -5.26
F -2.10 1.96 -4.08
F -1.36 -0.05 -3.47
S 0.39 1.98 -3.07
O 1.33 2.53 -4.11
O -0.35 2.87 -2.18
N 1.02 0.63 -2.11
S 2.12 0.08 -3.10
O 1.53 -0.48 -4.32
O 3.36 0.83 -3.14
C 2.72 -1.47 -2.10
F 2.35 -1.37 -0.82
F 2.19 -2.56 -2.68
F 4.01 -1.48 -2.20
C -0.36 1.63 3.26
F -0.63 0.34 3.08
F -1.03 2.06 4.33
F 0.90 1.82 3.52
S -0.85 2.73 1.72
O -2.01 3.52 2.12
O 0.28 3.58 1.38
N -1.04 1.49 0.46
S -2.52 1.75 -0.13
O -2.94 3.11 -0.52
O -2.80 0.80 -1.20
C -3.76 1.16 1.29
F -3.09 0.50 2.22
F -4.40 2.19 1.85
F -4.81 0.41 0.82
*
```

- HOMO level (alpha / beta): -7.828 / -7.827 eV
- F_max: 0.11549 hartree/bohr

Results of the natural (NBO) charge analysis, in e, for atoms 1 through 5:
1. Mg 1.78
2. C 0.81
3. F -0.31
4. F -0.26
5. F -0.30



Record 6
C4H6S3 | wB97M-V/def2-TZVPD

Structure (ORCA input):
```
! wB97M-V def2-TZVPD RIJCOSX def2/J DEFGRID3
* xyz 0 1
C -2.51 -0.05 -0.65
S -1.17 -0.84 0.14
C 0.01 0.40 0.35
S -0.29 1.97 0.01
C 1.36 -0.01 0.94
C 2.30 -0.48 -0.19
S 3.75 0.18 -0.38
H -2.99 0.72 -0.09
H -3.22 -0.91 -0.84
H -2.19 0.38 -1.64
H 1.13 -0.88 1.65
H 1.91 0.85 1.46
H 1.90 -1.32 -0.76
*
```

- Structure (SMILES): CSC(=S)CC=S
- HOMO level: -8.696 eV
- F_max: 0.04701 hartree/bohr

Results of the natural (NBO) charge analysis, in e, for atoms 1 through 5:
1. C -0.78
2. S 0.37
3. C -0.32
4. S 0.00
5. C -0.55



Record 7
C39H68BIrN7Si2 | wB97M-V/def2-TZVPD

Structure (ORCA input):
```
! wB97M-V def2-TZVPD RIJCOSX def2/J DEFGRID3
* xyz 1 1
Ir -0.30 1.55 -0.26
C 4.53 2.94 0.74
C 3.12 2.75 0.18
C 2.12 3.51 1.06
C 2.81 1.28 0.08
C 3.72 0.23 0.07
C 3.00 -0.95 -0.01
C 3.68 -2.28 -0.16
C 2.73 -3.39 -0.54
C 4.47 -2.65 1.10
N 1.68 -0.60 -0.04
N 1.59 0.77 -0.04
B 0.22 -0.96 0.35
N -0.87 -2.03 0.28
N -1.99 -1.30 0.63
C -2.99 -2.14 0.73
C -2.56 -3.45 0.44
C -1.23 -3.37 0.14
C -0.40 -4.54 -0.29
C -1.20 -5.48 -1.19
C 0.13 -5.31 0.93
C -4.35 -1.67 1.16
C -4.37 -0.19 1.50
C -5.41 -2.02 0.12
N 0.08 -0.30 1.76
N -0.45 0.94 1.77
C -0.53 1.35 3.03
C -0.04 0.33 3.86
C 0.34 -0.70 3.01
C 0.99 -2.01 3.33
C 0.05 -2.89 4.16
C 2.31 -1.77 4.05
C -1.10 2.69 3.39
C -0.07 3.54 4.15
C -2.37 2.52 4.22
H 4.73 3.99 0.91
H 5.29 2.57 0.04
H 4.65 2.41 1.68
H 3.09 3.16 -0.83
H 2.14 3.11 2.08
H 1.10 3.43 0.69
H 2.38 4.57 1.09
H 4.79 0.29 0.10
H 4.39 -2.14 -0.97
H 2.06 -3.59 0.29
H 3.28 -4.30 -0.76
H 2.15 -3.11 -1.42
H 3.79 -2.86 1.93
H 5.14 -1.85 1.40
H 5.06 -3.54 0.91
H -0.38 -0.06 -0.51
H -3.16 -4.35 0.44
H 0.43 -4.18 -0.87
H -1.99 -5.98 -0.63
H -0.55 -6.25 -1.61
H -1.66 -4.94 -2.02
H -0.71 -5.70 1.52
H 0.73 -4.68 1.59
H 0.74 -6.16 0.62
H -4.59 -2.23 2.08
H -4.21 0.41 0.59
H -3.58 0.07 2.21
H -5.33 0.09 1.93
H -5.29 -1.39 -0.77
H -6.41 -1.86 0.52
H -5.34 -3.07 -0.20
H 0.01 0.35 4.94
H 1.19 -2.53 2.38
H -0.15 -2.41 5.13
H 0.49 -3.86 4.35
H -0.91 -3.03 3.65
H 2.13 -1.25 5.00
H 2.99 -1.17 3.45
H 2.80 -2.72 4.28
H -1.35 3.20 2.45
H 0.24 3.03 5.07
H -0.50 4.50 4.43
H 0.82 3.72 3.55
H -2.14 2.00 5.16
H -3.12 1.93 3.68
H -2.81 3.49 4.47
C 0.26 -1.37 -3.05
Si -0.99 -0.01 -3.29
C -1.37 0.12 -5.12
C -2.58 -0.35 -2.38
C -0.35 1.66 -2.70
C -1.40 2.65 -2.43
C -2.16 3.37 -3.36
C -3.05 4.32 -2.90
C -3.18 4.55 -1.52
C -2.42 3.81 -0.67
N -1.56 2.87 -1.15
Si 1.22 2.43 -3.40
C 0.98 2.74 -5.23
C 2.68 1.28 -3.28
C 1.45 4.09 -2.56
H -0.22 -2.34 -3.21
H 0.67 -1.37 -2.05
H 1.09 -1.29 -3.76
H -1.92 -0.77 -5.45
H -0.46 0.18 -5.72
H -1.99 0.99 -5.34
H -3.08 -1.23 -2.79
H -3.27 0.50 -2.47
H -2.39 -0.52 -1.32
H -2.00 3.20 -4.42
H -3.63 4.90 -3.61
H -3.88 5.28 -1.13
H -2.48 3.91 0.41
H 0.85 1.80 -5.77
H 1.86 3.24 -5.65
H 0.11 3.38 -5.44
H 2.61 0.52 -4.05
H 2.73 0.78 -2.32
H 3.61 1.83 -3.44
H 0.71 4.81 -2.94
H 2.44 4.51 -2.75
H 1.31 4.02 -1.48
*
```

- HOMO level: -10.894 eV
- F_max: 0.08815 hartree/bohr

Results of the Löwdin charge analysis, in e, for atoms 1 through 5:
1. Ir 1.31
2. C -0.05
3. C -0.34
4. C -0.07
5. C -0.23



Record 8
C20H11Cl2F3NO4SSr | wB97M-V/def2-TZVPD

Structure (ORCA input):
```
! wB97M-V def2-TZVPD RIJCOSX def2/J DEFGRID3
* xyz -1 1
Sr 0.24 -0.44 -0.29
F 4.35 3.32 -0.71
C 3.52 3.87 0.19
F 4.28 4.75 0.88
F 2.65 4.63 -0.50
C 2.85 2.88 1.09
C 3.03 2.92 2.45
C 2.38 2.00 3.25
C 1.55 1.08 2.63
N 1.35 1.02 1.33
C 2.00 1.89 0.52
S 1.76 1.76 -1.14
H 3.69 3.67 2.88
H 2.50 2.00 4.33
H 1.01 0.34 3.21
Cl -6.81 -1.60 -2.54
C -5.12 -1.28 -2.30
C -4.24 -1.49 -3.37
C -2.92 -1.21 -3.20
Cl -1.80 -1.45 -4.49
C -2.36 -0.68 -1.98
O -1.16 -0.36 -1.91
C -3.30 -0.53 -0.90
C -2.87 -0.10 0.39
O -1.73 0.15 0.76
C -4.67 -0.81 -1.09
H -4.60 -1.88 -4.31
H -3.69 0.01 1.13
H -5.37 -0.66 -0.28
O 0.00 -2.72 -0.39
C 1.22 -2.80 -0.12
O 1.91 -1.85 0.27
C 1.89 -4.14 -0.25
C 3.08 -4.36 0.45
C 3.71 -5.59 0.36
C 3.17 -6.59 -0.43
C 2.00 -6.36 -1.15
C 1.36 -5.14 -1.06
H 3.47 -3.55 1.04
H 4.63 -5.77 0.91
H 3.66 -7.56 -0.49
H 1.60 -7.14 -1.79
H 0.45 -4.93 -1.60
*
```

- HOMO level: -4.743 eV
- F_max: 0.05028 hartree/bohr

Results of the natural (NBO) charge analysis, in e, for atoms 1 through 5:
1. Sr 1.79
2. F -0.32
3. C 0.99
4. F -0.35
5. F -0.32